[1]
{"formula": "C21H20IrN4O2", "method": "wB97M-V/def2-TZVPD", "charge": 4, "s2": 8.79, "multiplicity": 6, "homo_lumo_gap_ev": [4.90, 5.40], "total_energy_ev": -34941.233, "mol_weight_da": 552.63, "elements": ["N", "C", "C", "H", "H", "H", "N", "C", "C", "H", "H", "H", "N", "C", "C", "H", "H", "H", "Ir", "C", "O", "C", "O", "C", "C", "C", "C", "C", "C", "H", "H", "H", "H", "H", "H", "N", "C", "C", "C", "C", "C", "C", "C", "H", "H", "H", "H", "H"], "positions_angstrom": [[0.1674, 2.0330, -0.9565], [0.2254, 3.1928, -1.0633], [0.3225, 4.6062, -0.8971], [-0.6737, 5.0586, -0.9187], [0.9313, 5.0424, -1.6934], [0.8004, 4.7911, 0.0740], [2.2013, -1.4268, -1.4748], [3.0977, -2.0094, -1.9348], [4.2933, -2.8113, -1.9517], [5.0432, -2.4261, -2.6458], [4.0839, -3.8525, -2.2144], [4.7331, -2.8032, -0.9465], [-1.8239, -1.0505, -0.9661], [-2.8764, -1.5406, -1.0478], [-4.1369, -2.1872, -0.8962], [-4.0302, -2.9575, -0.1245], [-4.4405, -2.6567, -1.8329], [-4.8960, -1.4600, -0.5943], [0.6750, -0.4149, -0.7601], [0.4162, -1.9228, 0.3738], [0.1386, -2.7563, 1.1609], [1.9618, 0.4303, 0.3660], [2.6082, 0.9857, 1.1744], [0.8311, 1.1053, -3.2495], [-0.5556, 1.1629, -3.0662], [-1.2888, 0.0237, -3.0782], [-0.6818, -1.2127, -3.2730], [0.6923, -1.2847, -3.4874], [1.4467, -0.1025, -3.4689], [1.4112, 2.0270, -3.3187], [-1.0695, 2.1238, -2.9840], [-2.3808, 0.1005, -2.9963], [-1.2751, -2.1209, -3.3435], [1.1388, -2.2472, -3.7867], [2.5186, -0.1212, -3.7577], [-0.9147, 0.5922, 0.9394], [-0.8326, 0.5721, 2.1053], [-0.8107, 0.5661, 3.5295], [-1.8636, 1.0535, 4.3028], [-1.7791, 0.9964, 5.6992], [-0.6453, 0.4509, 6.3146], [0.4023, -0.0327, 5.5350], [0.3277, 0.0210, 4.1421], [-2.7276, 1.4677, 3.7829], [-2.6081, 1.3885, 6.2751], [-0.5952, 0.4147, 7.4107], [1.2915, -0.4541, 6.0151], [1.1465, -0.3543, 3.5281]], "atomic_forces_ev_per_a": [[0.06, 2.25, -0.58], [0.00, -2.08, 1.34], [0.05, 0.83, -0.24], [0.10, 0.00, 0.02], [-0.02, 0.08, 0.08], [-0.09, 0.06, -0.20], [1.61, -1.11, -1.42], [-1.22, 0.67, 2.85], [0.84, -0.45, -0.66], [-0.08, 0.02, -0.09], [-0.16, 0.10, -0.11], [-0.22, 0.16, -0.05], [-1.99, -1.01, 0.22], [2.10, 0.75, 1.20], [-0.84, -0.40, -0.24], [-0.09, 0.08, -0.11], [-0.12, -0.04, 0.04], [0.03, -0.09, -0.04], [0.10, -1.12, 1.70], [-2.68, -5.19, 3.91], [1.79, 4.29, -3.77], [4.17, 4.45, 4.24], [-2.94, -2.90, -3.48], [2.26, -0.14, -1.12], [-0.24, 2.50, -0.39], [-2.21, -2.64, -0.87], [-1.04, 0.13, -0.74], [-0.54, -1.03, -1.24], [1.34, 1.98, -1.13], [-0.15, -0.33, 0.04], [0.22, -0.43, -0.38], [0.69, -0.08, -0.20], [0.09, 0.22, 0.05], [-0.25, 0.58, 0.22], [-0.90, 0.07, 0.34], [0.86, -0.45, 0.48], [-0.79, 0.33, 1.15], [0.46, -0.21, -4.59], [-2.40, 1.11, 1.40], [-1.65, 0.82, -1.39], [0.00, -0.05, 3.15], [1.73, -0.78, -1.12], [2.42, -1.12, 1.43], [0.03, -0.02, 0.45], [0.01, -0.01, 0.17], [0.04, -0.01, -0.54], [-0.27, 0.12, -0.15], [-0.15, 0.07, 0.34]]}


[2]
{"formula": "C21H20N2O3S", "method": "wB97M-V/def2-TZVPD", "charge": 0, "multiplicity": 1, "de_lowest_kj_mol": 3.3, "homo_lumo_gap_ev": 9.57, "smiles": "NS(=O)(=O)c1ccc(CCNC(=O)c2ccccc2-c2ccccc2)cc1", "total_energy_ev": -42060.391, "mol_weight_da": 380.47, "elements": ["N", "S", "O", "O", "C", "C", "C", "C", "C", "C", "H", "H", "C", "H", "H", "C", "N", "C", "O", "C", "C", "C", "C", "C", "C", "C", "C", "C", "C", "C", "C", "H", "H", "H", "H", "H", "H", "H", "H", "H", "H", "H", "H", "H", "H", "H", "H"], "positions_angstrom": [[-0.2375, 3.2301, -1.8564], [-1.0654, 3.9876, -0.6201], [-2.4621, 3.8282, -0.8961], [-0.5212, 5.3065, -0.4995], [-0.6176, 3.0083, 0.8017], [-1.4550, 1.9901, 1.1988], [-1.0140, 1.0817, 2.1446], [0.2542, 1.2062, 2.6940], [1.0501, 2.2922, 2.3381], [0.6233, 3.1880, 1.3782], [1.2342, 4.0186, 1.0610], [2.0221, 2.4143, 2.7932], [0.8188, 0.1458, 3.5939], [0.0389, -0.5488, 3.9097], [1.2603, 0.6007, 4.4826], [1.9281, -0.6224, 2.8528], [1.4438, -1.4797, 1.7948], [1.3215, -1.0863, 0.5011], [1.4229, 0.0699, 0.1405], [1.1677, -2.2247, -0.4573], [2.0755, -3.2783, -0.3785], [2.0844, -4.2783, -1.3331], [1.1892, -4.2285, -2.3889], [0.2843, -3.1876, -2.4755], [0.2567, -2.1806, -1.5148], [-0.7809, -1.1383, -1.6112], [-1.7522, -1.0317, -0.6224], [-2.7977, -0.1372, -0.7639], [-2.8669, 0.6873, -1.8746], [-1.8897, 0.6002, -2.8536], [-0.8617, -0.3196, -2.7321], [-0.1076, -0.4002, -3.5018], [-1.9429, 1.2377, -3.7239], [-3.6674, 1.4030, -1.9740], [-3.5689, -0.0925, -0.0086], [-1.6998, -1.6778, 0.2429], [-0.4240, -3.1491, -3.2903], [1.1974, -5.0010, -3.1433], [2.7951, -5.0878, -1.2594], [2.8020, -3.2970, 0.4221], [1.2428, -2.4396, 2.0240], [2.4843, -1.2418, 3.5616], [2.6087, 0.0995, 2.3941], [-1.6491, 0.2586, 2.4382], [-2.4279, 1.9199, 0.7424], [-0.5571, 2.2836, -2.0033], [0.7602, 3.2711, -1.7278]], "atomic_forces_ev_per_a": [[-0.55, 0.67, 0.33], [0.30, -0.14, -0.47], [0.04, -0.35, 0.11], [0.30, -0.21, 0.15], [-0.33, 0.33, -0.42], [-0.15, 0.05, -0.03], [0.14, 0.09, 0.06], [-0.18, 0.03, 0.14], [-0.17, 0.09, -0.08], [0.22, 0.05, 0.17], [0.15, 0.09, 0.03], [0.13, 0.02, 0.03], [0.22, -0.01, -0.21], [0.01, 0.00, 0.07], [-0.03, -0.02, 0.06], [-0.08, 0.19, 0.19], [-0.11, -0.22, 0.32], [0.06, -0.04, 0.01], [0.07, 0.04, -0.09], [0.05, -0.17, -0.32], [-0.08, 0.03, 0.04], [0.01, -0.09, -0.05], [0.10, -0.06, 0.01], [0.02, 0.11, 0.06], [0.16, -0.13, 0.08], [-0.20, 0.15, -0.04], [0.04, -0.03, -0.11], [-0.08, -0.05, -0.04], [-0.05, 0.02, 0.02], [-0.12, -0.10, -0.13], [0.03, -0.02, 0.05], [0.07, -0.01, -0.07], [0.00, 0.08, -0.08], [-0.08, 0.08, 0.00], [-0.06, 0.04, 0.08], [0.00, -0.06, 0.08], [-0.09, -0.01, -0.05], [-0.01, -0.07, -0.06], [0.07, -0.06, 0.00], [0.05, 0.02, 0.05], [0.05, 0.06, -0.13], [0.02, 0.06, -0.09], [0.04, -0.10, 0.11], [-0.06, -0.10, 0.04], [-0.10, -0.07, 0.01], [-0.07, -0.21, 0.06], [0.25, 0.04, 0.08]]}


[3]
{"formula": "C21H20N6O2S", "method": "wB97M-V/def2-TZVPD", "charge": 0, "multiplicity": 1, "de_lowest_kj_mol": 288.7, "homo_lumo_gap_ev": 8.48, "total_energy_ev": -45971.475, "mol_weight_da": 420.50, "elements": ["O", "N", "N", "N", "O", "C", "C", "C", "C", "C", "C", "C", "C", "C", "C", "C", "C", "C", "C", "C", "C", "C", "N", "N", "N", "S", "C", "C", "C", "C", "H", "H", "H", "H", "H", "H", "H", "H", "H", "H", "H", "H", "H", "H", "H", "H", "H", "H", "H", "H"], "positions_angstrom": [[-5.8550, 4.6643, -2.6185], [2.4913, -5.9771, 1.1598], [-1.1787, 1.9023, -0.1720], [-1.6174, 0.2034, -1.6959], [0.4296, 4.8239, 3.6428], [2.7237, -4.8269, 0.5707], [-1.8213, 1.3663, -1.1576], [-0.1821, 1.1928, 0.3670], [-0.6517, -0.5034, -1.1737], [0.1322, -0.0170, -0.2088], [2.0285, 1.5180, 3.4992], [1.6933, 2.8133, 3.9215], [1.3553, 0.9971, 2.3686], [0.1719, 3.0314, 2.0314], [-0.7835, -5.0616, -0.3383], [-1.1038, -3.8961, -0.9986], [1.1867, -3.1670, -0.7959], [0.7240, 3.5637, 3.2073], [1.4867, -4.3317, -0.0702], [0.4582, 1.7395, 1.5724], [0.5255, -5.2867, 0.1692], [-0.1138, -2.9099, -1.1815], [1.1829, -6.2664, 0.8749], [-0.4962, -1.6998, -1.8101], [-2.8655, 2.1014, -1.6985], [-5.0162, 3.7288, -3.3827], [-2.9523, 3.5700, -1.6024], [-3.9676, 1.3611, -2.3492], [-3.3107, 4.1729, -2.9514], [-5.2456, 2.1948, -2.4725], [-0.3624, 5.0786, 3.1506], [3.6191, -4.2666, 0.6684], [0.9004, -0.6997, 0.1829], [2.7542, 0.8728, 4.0025], [2.0917, 3.1766, 4.8471], [1.5543, -0.0526, 2.1111], [-0.5225, 3.6397, 1.4741], [-1.5375, -5.8186, -0.2317], [-2.1212, -3.7485, -1.3604], [1.9342, -2.3968, -0.9762], [0.7563, -7.1773, 1.0756], [-1.2044, -1.7778, -2.5278], [-3.6989, 3.9037, -0.8954], [-2.0037, 3.9611, -1.2699], [-3.6130, 1.1141, -3.3381], [-4.1256, 0.4128, -1.8164], [-2.6265, 3.7503, -3.7221], [-3.2257, 5.2759, -2.9486], [-6.0744, 1.6403, -2.9308], [-5.5913, 2.4698, -1.4741]], "atomic_forces_ev_per_a": [[-0.76, 0.99, 0.35], [-0.68, 0.25, -0.87], [1.18, 1.23, 1.99], [-1.15, -0.59, -1.03], [-0.42, -0.38, -0.26], [-2.41, 0.17, -0.31], [-1.91, 1.67, -1.27], [-0.64, 0.21, -0.51], [-0.65, -0.85, -1.91], [2.64, -0.93, 2.92], [-1.33, 0.38, -1.14], [-0.61, -0.54, -0.51], [0.52, -0.59, -0.18], [0.00, 0.29, 0.34], [0.10, -0.80, 0.22], [0.47, -0.53, 0.52], [-0.12, 0.75, 0.33], [1.22, -1.32, -0.25], [1.87, 0.71, 0.09], [1.07, 0.29, 1.75], [0.12, 0.28, -0.39], [0.21, -0.19, -0.20], [-1.21, -0.98, 0.24], [0.36, -0.79, -0.37], [-0.71, 0.42, 0.22], [-0.09, 0.12, -0.78], [0.05, -0.57, -0.13], [0.64, 0.31, -0.27], [0.88, -0.89, -0.21], [0.76, -0.75, 0.87], [0.13, 0.34, 0.19], [0.77, -0.04, 0.10], [-0.25, 0.71, -0.06], [-0.34, 0.47, 0.03], [0.23, 0.44, 0.20], [-0.02, 0.54, 0.01], [-0.17, 0.08, -0.19], [-0.27, -0.24, 0.12], [0.28, 0.04, 0.11], [0.00, -0.26, -0.03], [0.85, 0.73, 0.18], [0.02, -0.20, 0.11], [-0.28, -0.01, 0.49], [0.33, -0.10, 0.16], [-0.10, -0.48, -0.59], [-0.11, 0.35, -0.12], [-0.47, 0.36, 0.31], [-0.39, -0.58, -0.08], [0.41, 0.12, -0.15], [0.00, 0.36, -0.05]]}


[4]
{"formula": "C21H20N6O4RuS3", "method": "wB97M-V/def2-TZVPD", "charge": -1, "s2": 0.76, "multiplicity": 2, "de_lowest_kj_mol": 42.9, "homo_lumo_gap_ev": [7.29, 6.75], "total_energy_ev": -74323.888, "mol_weight_da": 617.70, "elements": ["Ru", "C", "C", "C", "C", "C", "N", "C", "C", "C", "C", "C", "C", "C", "N", "C", "C", "C", "N", "C", "C", "N", "C", "C", "C", "N", "H", "H", "H", "H", "H", "H", "H", "H", "H", "H", "H", "H", "H", "H", "H", "H", "H", "H", "O", "S", "O", "O", "S", "S", "C", "N", "O", "H", "H"], "positions_angstrom": [[1.0042, -1.6209, -0.9282], [-0.1883, -1.1243, 5.5797], [-0.0674, -0.6900, 4.1465], [-1.1846, -0.2735, 3.4254], [-1.1058, -0.0130, 2.0737], [0.0927, -0.1389, 1.3642], [0.1105, 0.0181, -0.0394], [-0.4218, 1.2495, -0.4255], [-0.0947, 2.4006, 0.3232], [-0.6596, 3.6339, 0.0855], [-1.5910, 3.8200, -0.9351], [-2.1967, 5.1685, -1.2145], [-1.8970, 2.7135, -1.7047], [-1.3285, 1.4643, -1.4726], [-1.7306, 0.4227, -2.3546], [-2.9187, -0.2153, -2.3996], [-2.9424, -0.9422, -3.5647], [-1.7083, -0.6684, -4.1767], [-0.9943, 0.1771, -3.4532], [1.2124, -0.4989, 2.1117], [1.1322, -0.7930, 3.4664], [2.4796, -0.5931, 1.4770], [3.6787, -0.2071, 1.9594], [4.6070, -0.3934, 0.9615], [3.8751, -0.8927, -0.1231], [2.5978, -1.0070, 0.2077], [-0.9218, -0.5213, 6.1166], [0.7658, -1.0492, 6.1028], [-0.5148, -2.1664, 5.6226], [-2.1450, -0.2090, 3.9237], [-1.9948, 0.2590, 1.5183], [0.6162, 2.2895, 1.1319], [-0.3710, 4.4749, 0.7076], [-2.4027, 5.7083, -0.2890], [-3.1330, 5.0723, -1.7649], [-1.5249, 5.7890, -1.8129], [-2.5971, 2.7961, -2.5291], [-3.6268, -0.1169, -1.5944], [-3.7146, -1.6099, -3.9032], [-1.2873, -1.0774, -5.0795], [2.0172, -1.1537, 3.9782], [3.7665, 0.1860, 2.9568], [5.6623, -0.1928, 1.0067], [4.1881, -1.1795, -1.1127], [0.2331, -4.6216, -3.5798], [0.6849, -3.3259, -3.1618], [-0.3056, -2.6415, -2.2327], [1.0542, -2.4227, -4.2588], [2.2883, -3.3938, -1.8823], [-0.9895, -4.2427, 2.5452], [-0.2371, -3.4065, 1.3645], [0.3477, -2.8076, 0.5539], [1.7088, -0.4136, -2.5655], [1.7706, -1.0878, -3.2882], [0.9019, 0.0682, -2.8637]], "atomic_forces_ev_per_a": [[0.39, -0.35, 0.16], [0.00, 0.00, 0.00], [0.01, 0.00, 0.01], [-0.01, -0.01, -0.02], [0.00, -0.01, 0.01], [-0.05, 0.04, -0.04], [-0.15, -0.09, 0.12], [-0.08, 0.06, -0.03], [0.00, 0.00, -0.02], [0.02, 0.00, 0.02], [0.00, -0.01, -0.03], [0.00, 0.00, 0.00], [0.07, 0.05, -0.05], [0.04, -0.03, 0.08], [-0.02, -0.03, -0.07], [0.03, -0.08, 0.06], [-0.02, -0.03, 0.00], [0.02, 0.04, 0.06], [0.30, -0.05, 0.01], [-0.01, -0.04, 0.00], [0.01, -0.01, 0.01], [0.00, 0.11, -0.05], [0.00, -0.01, 0.00], [0.01, -0.01, 0.00], [0.00, -0.02, 0.01], [-0.02, 0.03, 0.06], [0.00, 0.00, 0.00], [0.00, 0.00, 0.00], [0.01, 0.00, 0.00], [0.00, 0.01, 0.00], [0.00, 0.01, 0.00], [0.00, 0.00, 0.00], [0.00, 0.00, 0.00], [0.00, 0.00, 0.00], [0.00, 0.00, 0.00], [0.00, 0.00, 0.00], [0.00, -0.01, 0.00], [-0.01, -0.01, 0.00], [0.00, -0.01, 0.01], [-0.01, -0.01, -0.02], [0.00, 0.00, 0.00], [0.00, 0.00, 0.00], [0.00, 0.00, 0.00], [0.01, 0.00, 0.00], [-0.01, -0.01, 0.03], [-0.16, 0.12, -0.12], [0.04, 0.19, -0.11], [0.00, -0.02, 0.01], [-0.07, 0.05, 0.09], [-0.04, 0.03, 0.03], [0.23, -0.02, 0.02], [-0.21, 0.03, -0.07], [-0.44, 0.12, -0.18], [0.04, 0.00, -0.01], [0.10, -0.01, 0.00]]}